[1]
DFT (the ωB97M-V functional and the def2-TZVPD basis) results for a single C11H15N5O3 molecule.

Positions of all 34 atoms, in Å:
N  2.78  3.98  2.56
C  2.40  3.21  1.50
N  2.49  3.89  0.39
C  1.99  3.31  -0.69
N  1.44  2.09  -0.74
C  1.44  1.41  0.40
C  1.84  1.96  1.61
N  1.59  1.07  2.65
C  1.07  0.01  2.06
C  0.97  0.01  0.55
C  -0.45  -0.20  0.03
N  -0.98  -1.42  0.56
C  -1.95  -1.97  -0.36
C  -2.00  -3.52  -0.24
O  -0.67  -4.08  -0.18
C  -1.52  -1.51  -1.77
O  -2.69  -1.21  -2.56
C  -0.60  -0.31  -1.49
O  -1.22  0.87  -1.97
H  2.30  3.73  3.41
H  2.72  4.93  2.28
H  1.96  3.91  -1.60
H  0.75  -0.83  2.64
H  1.67  -0.74  0.13
H  -1.10  0.63  0.34
H  -0.26  -2.14  0.72
H  -2.94  -1.59  -0.12
H  -2.55  -3.78  0.67
H  -2.52  -3.91  -1.15
H  -0.72  -5.04  -0.25
H  -0.97  -2.34  -2.24
H  -2.43  -0.77  -3.37
H  0.35  -0.48  -1.94
H  -2.19  0.82  -1.83

Relative energy (zero: lowest compared OMol25 entry of this formula, charge and spin) = 0.0 kJ/mol
LUMO = 0.0140 hartree
Structure (SMILES) = Nc1ncnc2c1N=C[C@H]2[C@@H]1N[C@H](CO)[C@@H](O)[C@H]1O
Gap between HOMO and LUMO = 8.916 eV
Multiplicity = 1


[2]
DFT (the ωB97M-V functional and the def2-TZVPD basis) results for 8 unconnected molecules or ions with the total composition C36H96N8O10.

Positions of all 150 atoms, in Å:
C  -2.88  0.40  1.38
O  -1.88  1.31  0.97
C  -0.74  0.64  0.43
C  0.25  1.63  -0.23
C  1.35  0.97  -0.99
N  0.71  2.59  0.74
H  -3.66  1.02  1.83
H  -2.56  -0.28  2.17
H  -3.24  -0.07  0.46
H  -0.18  0.01  1.12
H  -1.22  0.01  -0.32
H  -0.36  2.13  -0.98
H  0.93  0.36  -1.80
H  1.97  0.36  -0.34
H  2.00  1.64  -1.54
H  1.24  3.33  0.30
H  -0.11  3.03  1.13
C  -7.81  7.69  0.19
O  -6.40  7.67  0.03
C  -5.73  6.63  0.78
C  -4.31  7.10  0.98
C  -3.45  7.29  -0.30
N  -3.50  6.32  1.84
H  -7.99  7.93  1.23
H  -8.23  6.74  -0.13
H  -8.31  8.44  -0.43
H  -6.22  6.38  1.72
H  -5.68  5.81  0.07
H  -4.40  8.09  1.42
H  -3.37  6.49  -1.05
H  -2.45  7.71  -0.23
H  -3.90  8.08  -0.90
H  -3.66  5.37  1.52
H  -3.72  6.22  2.82
C  -3.89  -10.36  4.43
O  -4.08  -9.25  5.24
C  -3.17  -8.18  4.95
C  -3.55  -7.15  3.74
C  -2.47  -6.12  3.42
N  -4.72  -6.33  4.20
H  -4.54  -11.18  4.72
H  -2.89  -10.77  4.59
H  -3.94  -10.00  3.40
H  -3.03  -7.61  5.87
H  -2.20  -8.65  4.83
H  -3.88  -7.77  2.92
H  -2.17  -5.51  4.27
H  -2.77  -5.52  2.55
H  -1.59  -6.68  3.12
H  -5.35  -6.96  4.69
H  -4.47  -5.80  5.02
C  -13.53  4.08  -2.21
O  -12.49  3.07  -2.17
C  -12.21  2.56  -3.48
C  -11.16  1.49  -3.28
C  -10.02  1.81  -2.34
N  -10.60  0.99  -4.54
H  -13.23  5.05  -2.61
H  -13.92  4.17  -1.19
H  -14.39  3.82  -2.82
H  -13.11  2.44  -4.07
H  -11.67  3.33  -4.04
H  -11.62  0.66  -2.75
H  -10.37  2.09  -1.35
H  -9.38  2.60  -2.73
H  -9.34  0.96  -2.30
H  -11.41  0.80  -5.12
H  -10.11  1.75  -5.00
C  1.56  -0.66  8.60
O  0.93  -0.31  7.37
C  0.95  1.09  7.00
C  2.40  1.55  6.73
C  2.60  3.09  6.73
N  2.74  1.03  5.39
H  1.39  -1.70  8.86
H  1.10  0.01  9.33
H  2.63  -0.48  8.51
H  0.37  1.19  6.09
H  0.46  1.71  7.75
H  3.16  1.10  7.37
H  3.56  3.32  6.25
H  2.76  3.42  7.75
H  1.77  3.59  6.23
H  2.29  1.66  4.74
H  2.18  0.19  5.36
C  -0.31  -9.79  -1.26
O  0.00  -8.36  -1.19
C  1.26  -8.03  -1.85
C  1.55  -6.52  -2.11
C  0.58  -5.87  -3.07
N  2.89  -6.25  -2.42
H  -0.20  -10.04  -2.32
H  -1.29  -9.99  -0.83
H  0.40  -10.38  -0.68
H  2.00  -8.46  -1.17
H  1.35  -8.51  -2.82
H  1.36  -6.02  -1.16
H  0.80  -4.83  -3.27
H  -0.42  -5.94  -2.65
H  0.49  -6.36  -4.04
H  2.95  -5.26  -2.61
H  3.61  -6.38  -1.73
C  -2.17  -0.48  -5.12
O  -0.86  -0.40  -5.70
C  -0.67  0.69  -6.53
C  0.40  0.40  -7.58
N  1.67  0.38  -6.83
C  2.80  -0.19  -7.55
C  4.12  0.02  -6.79
O  4.03  -0.88  -5.73
C  5.23  -0.97  -5.02
H  -2.38  -1.49  -4.76
H  -3.01  -0.32  -5.79
H  -2.14  0.12  -4.22
H  -0.53  1.61  -5.96
H  -1.64  0.81  -7.02
H  0.38  1.21  -8.30
H  0.25  -0.57  -8.05
H  1.39  -0.16  -6.03
H  2.83  0.24  -8.55
H  2.72  -1.26  -7.71
H  4.15  1.02  -6.35
H  4.95  -0.23  -7.44
H  6.13  -1.32  -5.52
H  5.07  -1.68  -4.21
H  5.45  -0.01  -4.56
C  14.41  1.32  3.47
O  13.18  1.19  2.74
C  12.93  2.37  2.02
C  11.60  2.34  1.28
N  10.51  2.55  2.21
C  9.28  2.05  1.59
C  8.76  3.17  0.65
O  9.54  3.45  -0.51
C  9.34  4.64  -1.17
H  14.74  0.33  3.78
H  14.25  1.83  4.42
H  15.26  1.67  2.89
H  13.76  2.50  1.33
H  12.93  3.28  2.62
H  11.55  1.35  0.84
H  11.66  3.12  0.53
H  10.78  1.94  2.97
H  8.54  1.75  2.32
H  9.43  1.14  1.01
H  8.66  4.08  1.26
H  7.80  2.86  0.24
H  9.70  5.47  -0.57
H  8.26  4.75  -1.25
H  9.87  4.66  -2.12

Relative energy (zero: lowest compared OMol25 entry of this formula, charge and spin) = 394.5 kJ/mol
LUMO = 0.0172 hartree
Structure (SMILES) = COC[C@H](C)N.COC[C@H](C)N.COC[C@H](C)N.COC[C@H](C)N.COC[C@H](C)N.COC[C@H](C)N.COCCNCCOC.COCCNCCOC
Gap between HOMO and LUMO = 9.204 eV
Multiplicity = 1


[3]
DFT (the ωB97M-V functional and the def2-TZVPD basis) results for 15 unconnected molecules or ions with the total composition H30O15.

Positions of all 45 atoms, in Å:
O  3.24  -0.27  3.84
H  2.31  -0.27  3.62
H  3.26  -0.31  4.79
O  -2.15  3.55  2.48
H  -1.50  4.17  2.17
H  -2.99  3.95  2.25
O  0.54  -0.35  3.56
H  -0.15  0.28  3.34
H  0.07  -1.18  3.67
O  -0.28  0.75  -0.17
H  0.45  1.21  0.24
H  -0.79  1.43  -0.61
O  -2.61  2.35  -0.98
H  -3.15  1.57  -0.82
H  -3.24  3.04  -1.15
O  -4.64  0.68  -0.62
H  -5.55  0.98  -0.64
H  -4.70  -0.26  -0.51
O  -1.67  -1.90  -2.99
H  -2.45  -1.90  -2.42
H  -1.27  -1.04  -2.83
O  -0.62  0.62  -6.10
H  0.04  0.86  -6.75
H  -0.15  0.61  -5.27
O  1.14  -1.83  0.04
H  0.68  -0.99  0.11
H  1.24  -2.13  0.94
O  -2.42  0.93  2.85
H  -2.29  1.85  2.64
H  -2.52  0.50  2.00
O  3.46  1.02  1.08
H  3.22  1.91  1.33
H  3.44  0.52  1.90
O  1.17  -3.30  -2.42
H  1.27  -2.89  -1.56
H  0.75  -2.63  -2.96
O  -0.56  -2.89  3.72
H  -0.08  -3.15  2.94
H  -1.01  -3.68  4.01
O  1.63  -0.49  -4.07
H  1.70  -0.95  -4.91
H  2.27  -0.93  -3.51
O  4.94  0.35  -1.10
H  4.47  0.57  -0.29
H  5.49  -0.40  -0.85

Relative energy (zero: lowest compared OMol25 entry of this formula, charge and spin) = 133.3 kJ/mol
LUMO = -0.0110 hartree
Gap between HOMO and LUMO = 9.767 eV
Multiplicity = 1


[4]
DFT (the ωB97M-V functional and the def2-TZVPD basis) results for 2 unconnected molecules or ions with the total composition C4H3F4I.

Positions of all 12 atoms, in Å:
C  -2.91  1.47  -0.49
C  -4.08  1.30  0.04
C  -0.12  -0.21  -0.62
C  -1.35  -1.01  -0.39
F  -1.94  2.40  -0.46
F  -4.82  2.21  0.62
F  -1.88  -1.26  0.80
F  -1.78  -1.98  -1.18
I  -5.02  -0.54  -0.04
H  0.87  -0.66  -0.83
H  0.16  0.41  0.10
H  -0.24  0.37  -1.53

Relative energy (zero: lowest compared OMol25 entry of this formula, charge and spin) = 466.9 kJ/mol
LUMO (alpha / beta) = -0.0357 / 0.0131 hartree
Gap between HOMO and LUMO (alpha / beta) = 7.135 / 9.616 eV
Multiplicity = 1


[5]
DFT (the ωB97M-V functional and the def2-TZVPD basis) results for 8 unconnected molecules or ions with the total composition C27H69BF4NO22P5.

Positions of all 129 atoms, in Å:
C  -4.01  -1.39  1.60
C  -4.09  -0.08  0.83
C  -3.12  0.00  -0.45
C  -3.68  -0.62  -1.70
C  -5.06  -0.12  -1.86
C  -6.11  -0.36  -0.69
N  -5.47  0.21  0.43
O  -6.20  0.90  1.25
C  -6.43  -1.91  -0.45
C  -7.47  0.28  -0.92
C  -3.49  1.05  1.87
H  -4.88  -1.53  2.24
H  -3.04  -1.52  2.28
H  -3.78  -2.31  0.95
H  -2.11  -0.36  0.06
H  -2.96  1.00  -0.64
H  -3.73  -1.66  -1.63
H  -3.02  -0.51  -2.54
H  -5.63  -0.72  -2.61
H  -5.05  0.97  -2.06
H  -6.88  -2.25  0.49
H  -5.43  -2.33  -0.51
H  -7.00  -2.43  -1.22
H  -8.06  0.39  -0.04
H  -8.10  -0.20  -1.89
H  -7.43  1.53  -1.08
H  -4.01  1.04  2.84
H  -3.57  2.00  1.34
H  -2.24  0.86  1.91
B  0.66  0.45  0.67
F  -0.18  -0.25  1.52
F  1.70  1.00  1.33
F  1.04  -0.39  -0.37
F  -0.27  1.38  0.09
C  -0.46  3.08  3.33
C  -1.37  2.35  4.13
O  -2.49  2.80  4.37
C  -0.98  1.06  4.79
H  0.14  2.29  2.83
H  -0.03  3.72  4.02
H  -0.96  3.58  2.56
H  -0.29  1.13  5.52
H  -0.65  0.46  3.89
H  -1.88  0.44  5.16
C  -0.86  -3.64  1.66
O  -1.23  -4.98  1.42
P  -2.67  -5.44  0.97
O  -3.69  -5.12  2.06
O  -3.09  -4.61  -0.35
C  -3.84  -5.36  -1.31
O  -2.85  -6.97  0.73
C  -3.31  -7.87  1.75
H  -1.49  -3.29  2.19
H  -1.08  -2.88  0.77
H  0.15  -3.35  2.13
H  -4.70  -5.66  -0.80
H  -3.22  -6.27  -1.51
H  -4.17  -4.80  -2.17
H  -2.79  -7.71  2.84
H  -2.90  -8.92  1.44
H  -4.31  -7.87  2.06
C  7.48  2.96  -1.67
O  6.22  2.39  -1.49
P  5.06  2.89  -2.64
O  4.94  4.32  -2.99
O  5.67  2.17  -3.93
C  4.89  2.02  -5.10
O  3.58  2.08  -2.82
C  3.04  1.36  -1.81
H  8.10  2.77  -2.52
H  8.14  2.77  -1.00
H  7.40  4.03  -1.84
H  5.55  1.56  -5.93
H  4.30  3.10  -5.32
H  4.05  1.36  -4.97
H  3.64  0.60  -1.50
H  2.15  0.95  -2.33
H  2.74  1.98  -1.07
C  -1.86  4.43  -0.22
O  -1.86  4.42  -1.63
P  -2.97  3.67  -2.46
O  -4.05  3.18  -1.55
O  -3.81  4.62  -3.50
C  -3.78  4.35  -4.87
O  -2.38  2.29  -3.30
C  -1.12  1.81  -3.11
H  -2.38  5.27  0.25
H  -0.74  4.75  0.07
H  -1.93  3.59  0.58
H  -4.29  5.10  -5.50
H  -4.40  3.44  -5.06
H  -2.77  4.33  -5.20
H  -0.76  1.75  -3.93
H  -1.00  0.92  -2.63
H  -0.68  2.55  -2.56
C  5.31  1.64  1.66
O  5.43  2.94  2.13
P  5.03  4.14  1.19
O  4.44  3.64  -0.01
O  4.09  5.07  1.97
C  2.83  4.66  2.27
O  6.41  4.90  0.91
C  7.01  5.70  1.81
H  4.42  1.34  1.28
H  5.50  0.87  2.64
H  5.96  1.47  0.94
H  2.17  4.97  1.52
H  2.67  4.99  3.11
H  2.70  3.55  2.42
H  6.42  6.62  2.08
H  8.04  6.10  1.65
H  7.12  5.12  2.77
C  6.08  -6.30  1.60
O  5.63  -5.33  0.55
P  4.07  -4.86  0.56
O  3.73  -4.09  1.86
O  3.83  -3.83  -0.67
C  2.97  -2.84  -0.59
O  3.16  -6.20  0.46
C  1.82  -6.33  0.01
H  6.95  -6.66  1.20
H  5.28  -7.07  1.81
H  6.11  -5.69  2.55
H  3.17  -2.15  0.21
H  1.93  -3.40  -0.23
H  2.87  -2.09  -1.46
H  1.77  -5.93  -1.02
H  1.40  -5.80  0.69
H  1.60  -7.22  0.17

Relative energy (zero: lowest compared OMol25 entry of this formula, charge and spin) = 0.0 kJ/mol
LUMO = -0.1301 hartree
Gap between HOMO and LUMO = 5.638 eV
Multiplicity = 1


[6]
DFT (the ωB97M-V functional and the def2-TZVPD basis) results for a molecular structure, C33H25Cl2MoN4O4S.

Positions of all 70 atoms, in Å:
Mo  0.21  -0.26  -0.72
O  2.24  -2.32  1.42
C  1.30  -2.03  0.68
O  1.32  -1.99  -0.63
C  -0.01  -1.58  1.26
C  -0.16  -1.47  2.68
C  -1.38  -1.24  3.21
C  -2.53  -1.12  2.36
C  -3.83  -1.00  2.88
C  -4.90  -0.91  2.02
C  -4.71  -0.93  0.64
C  -3.45  -1.06  0.10
C  -2.33  -1.15  0.97
N  -1.06  -1.28  0.44
H  0.72  -1.64  3.28
H  -1.52  -1.18  4.29
H  -3.97  -0.98  3.95
H  -5.91  -0.82  2.42
H  -5.56  -0.85  -0.02
H  -2.56  -0.42  -1.62
C  5.02  0.96  4.05
C  3.79  1.73  3.56
C  3.77  3.13  4.19
C  2.55  0.97  4.02
C  3.85  1.85  2.04
C  4.96  2.47  1.43
C  5.10  2.55  0.06
C  4.10  2.01  -0.74
S  4.01  1.83  -2.47
C  2.48  1.02  -2.29
N  2.06  0.91  -1.06
C  2.97  1.43  -0.15
C  2.85  1.35  1.23
C  1.67  0.43  -3.34
C  1.97  0.53  -4.70
C  1.11  -0.04  -5.62
C  -0.03  -0.71  -5.16
C  -0.30  -0.81  -3.81
C  0.54  -0.24  -2.84
H  4.99  0.86  5.14
H  5.95  1.48  3.80
H  5.05  -0.03  3.61
H  3.74  3.06  5.28
H  2.89  3.69  3.86
H  4.66  3.71  3.92
H  2.55  0.89  5.11
H  2.53  -0.04  3.61
H  1.63  1.48  3.72
H  5.74  2.88  2.05
H  5.98  3.01  -0.38
H  1.97  0.86  1.63
H  2.86  1.05  -5.04
H  1.32  0.02  -6.68
H  -0.70  -1.17  -5.88
H  -1.19  -1.35  -3.49
Cl  -3.77  0.87  -3.46
C  -4.56  -0.65  -3.27
C  -5.51  -1.03  -4.21
C  -6.16  -2.25  -4.08
C  -5.84  -3.08  -3.03
C  -4.87  -2.71  -2.11
Cl  -4.43  -3.85  -0.89
C  -4.22  -1.47  -2.18
N  -3.24  -1.10  -1.28
H  -5.72  -0.36  -5.03
H  -6.91  -2.54  -4.81
H  -6.31  -4.05  -2.92
O  -0.20  1.54  0.42
N  -1.22  1.93  -0.22
O  -1.37  1.19  -1.23

Relative energy (zero: lowest compared OMol25 entry of this formula, charge and spin) = 0.0 kJ/mol
LUMO (alpha / beta) = 0.0907 / 0.0907 hartree
Total charge = -1
Gap between HOMO and LUMO (alpha / beta) = 6.190 / 6.211 eV
Multiplicity = 1